Record 1
ORCA calculation (ωB97M-V/def2-TZVPD) on a cluster of 3 separate species, C16H27ClF3NO3PS in total.

ORCA input file:
```
! wB97M-V def2-TZVPD RIJCOSX def2/J DEFGRID3
* xyz 1 1
C -4.72223 -3.02174 -2.83310
C -3.77827 -1.96371 -2.60700
C -2.72885 -1.97152 -1.39444
C -3.22034 -2.02157 0.07367
P -5.10663 -2.06534 0.45880
O -5.33677 -0.57098 1.30440
Cl -5.55012 -3.72170 1.69137
C -2.14575 -2.01715 1.23337
C -0.62926 -1.93948 0.87922
C 0.49626 -1.95083 2.05310
C -0.09624 -1.59156 3.50672
C -0.26925 -1.89251 -0.65205
C 1.28558 -1.80215 -1.05722
C 1.59763 -0.34828 -1.68205
C 1.88081 0.79654 -0.59810
F 3.25632 0.85554 -0.21007
F 0.99089 0.78387 0.49204
F 1.64616 2.04492 -1.27779
N -1.28614 -1.93009 -1.69498
S -0.90020 -1.93072 -3.41284
H -5.81473 -2.77310 -3.02380
H -4.28559 -4.08875 -2.84802
H -3.78958 -1.09911 -3.36088
H -4.50921 -0.03003 1.22748
H -2.52348 -2.07343 2.31147
H 1.43413 -1.36595 1.76539
H 0.82990 -3.05894 2.11424
H -0.47289 -0.52162 3.61807
H -0.87989 -2.35657 3.87139
H 0.78779 -1.70115 4.24525
H 1.98887 -2.12581 -0.21945
H 1.42935 -2.57740 -1.90375
H 0.74938 0.06514 -2.34538
H 2.52724 -0.44275 -2.34147
H -0.30297 -3.17458 -3.69964
C -2.42140 3.38598 0.79950
C -1.84234 3.06465 2.16292
O -1.56740 1.67066 2.26458
H -3.34155 2.81981 0.63022
H -2.64206 4.45195 0.71029
H -1.72247 3.10397 0.00604
H -2.55115 3.32730 2.95055
H -0.91487 3.61936 2.33387
H -0.93325 1.44019 1.57257
C 5.79104 2.58390 -0.05308
C 6.64595 3.40650 -0.99673
O 6.58098 2.86988 -2.31277
H 6.12690 1.54352 -0.03929
H 5.83666 2.98299 0.96317
H 4.74907 2.57819 -0.38196
H 7.68989 3.39235 -0.67749
H 6.30755 4.44706 -1.02438
H 5.65651 2.89424 -2.59197
*
```

Calculated values
Max |F|, eV/A: 4.4
E_LUMO, eV: -5.05

Results of the natural (NBO) charge analysis, in e, for atoms 1 through 8:
1. C -0.29
2. C -0.31
3. C 0.25
4. C -0.41
5. P 1.12
6. O -0.95
7. Cl -0.28
8. C -0.08



Record 2
ORCA calculation (ωB97M-V/def2-TZVPD) on a cluster of 6 separate species, C16H27ClN4O16P in total.

ORCA input file:
```
! wB97M-V def2-TZVPD RIJCOSX def2/J DEFGRID3
* xyz 1 1
N -0.94487 4.58965 0.45990
P -1.90864 3.84482 -0.67565
O -3.09217 3.36415 0.31315
N -0.97927 2.21866 -0.88554
C -0.07748 2.11056 -1.80484
N 0.30574 3.13838 -2.58442
N 0.56613 0.87153 -2.04652
Cl 0.83926 0.02275 -0.55036
H 0.03380 4.35006 0.31966
H -1.19774 4.28968 1.40235
H -3.60103 2.60288 0.00268
H -1.56143 1.37530 -0.83409
H -0.35568 3.62711 -3.17131
H 1.27661 3.40362 -2.65229
H -0.19320 0.35154 -2.52039
C -2.51291 -2.93070 -4.23906
C -1.40356 -3.35941 -3.30009
O -1.00844 -2.09499 -2.71464
C -2.04526 -1.26317 -2.81238
O -2.07533 -0.18325 -2.25877
O -3.01393 -1.73725 -3.57056
H -3.30463 -3.66519 -4.34309
H -2.13570 -2.67109 -5.22565
H -1.74592 -4.00956 -2.49550
H -0.56421 -3.82254 -3.80839
C 3.15600 2.21124 3.17305
C 3.34852 3.07941 1.94473
O 2.01219 3.55653 1.70532
C 1.33192 3.50443 2.88034
O 0.25614 3.98833 3.04204
O 2.02660 2.83275 3.80758
H 4.00972 2.20050 3.84195
H 2.89510 1.18297 2.92098
H 3.99713 3.93554 2.13071
H 3.71660 2.53223 1.08160
C -3.19849 -4.89311 -9.63328
C -4.15899 -5.27873 -8.52279
O -3.35433 -5.07057 -7.34926
C -2.38622 -4.18645 -7.65579
O -1.66147 -3.68431 -6.84843
O -2.34464 -3.94441 -8.97252
H -3.68210 -4.43191 -10.48867
H -2.58871 -5.73083 -9.97139
H -5.02588 -4.61973 -8.47064
H -4.49375 -6.31020 -8.57194
C 5.26257 1.94176 8.03451
C 3.77455 1.77097 7.78515
O 3.75604 1.24842 6.44968
C 4.95046 0.66133 6.20309
O 5.17990 0.00573 5.23772
O 5.83010 0.93581 7.18481
H 5.55453 1.77250 9.06649
H 5.63051 2.91659 7.71147
H 3.31809 1.03849 8.45133
H 3.21516 2.70053 7.83618
C -0.98113 -0.09014 3.28379
C -0.16197 -1.35853 3.12379
O -0.63515 -2.16582 4.19752
C -1.88385 -1.74594 4.53155
O -2.61546 -2.31222 5.26675
O -2.17360 -0.57961 3.89318
H -1.21119 0.39918 2.33943
H -0.50974 0.63104 3.95536
H -0.36441 -1.87228 2.18089
H 0.90907 -1.19506 3.21952
*
```

Calculated values
Max |F|, eV/A: 1.8
E_LUMO, eV: -3.42

Results of the natural (NBO) charge analysis, in e, for atoms 1 through 8:
1. N -1.17
2. P 1.42
3. O -0.98
4. N -0.79
5. C 0.69
6. N -0.82
7. N -0.62
8. Cl 0.12



Record 3
ORCA calculation (ωB97M-V/def2-TZVPD) on a cluster of 4 separate species, C16H27F3NO10 in total.

ORCA input file:
```
! wB97M-V def2-TZVPD RIJCOSX def2/J DEFGRID3
* xyz 1 1
N 5.01244 2.47364 1.35517
C 3.80857 3.43088 1.23037
C 2.92423 2.85150 -0.03708
O 1.78231 3.69265 -0.42300
C 0.78889 3.82621 0.65270
C -0.00846 2.44494 1.04045
F -1.17835 2.87324 1.89520
F 0.76758 1.48675 1.86071
F -0.64651 1.80870 -0.17205
H 5.39956 2.41396 0.36525
H 5.77487 2.86475 1.96557
H 4.72418 1.50033 1.60614
H 4.26139 4.49305 0.96660
H 3.25017 3.40978 2.26002
H 2.66289 1.72784 0.15789
H 3.66871 2.85520 -0.96994
H 1.20860 4.35794 1.63349
H -0.04190 4.57855 0.24126
C -2.87984 -0.00590 1.60107
C -4.07085 -0.60529 2.32101
C -4.98835 0.42065 2.91432
O -5.56522 -0.27712 4.00314
C -4.64249 -1.20623 4.39392
O -4.69532 -1.83521 5.43684
O -3.64878 -1.33320 3.46352
H -3.19581 0.60996 0.75420
H -2.27705 0.60793 2.27939
H -2.22108 -0.79945 1.23231
H -4.60890 -1.29346 1.65840
H -5.75925 0.74828 2.21117
H -4.46567 1.30044 3.30683
C -0.34399 0.25143 -2.41843
C -0.73124 0.29855 -3.88264
C -1.31151 -0.98741 -4.38859
O -0.98106 -0.95219 -5.76509
C 0.16129 -0.20897 -5.86523
O 0.86110 -0.14978 -6.86165
O 0.41921 0.45507 -4.69829
H -1.21482 0.06815 -1.78252
H 0.40065 -0.53035 -2.23244
H 0.11791 1.19799 -2.11782
H -1.40072 1.14596 -4.07188
H -2.39519 -1.03957 -4.25089
H -0.85190 -1.87882 -3.94652
C 1.51076 -5.03476 0.93995
C 1.25297 -4.06770 -0.19777
C 2.04294 -2.79829 -0.09317
O 1.22254 -1.86939 -0.77822
C -0.06095 -2.31732 -0.63897
O -1.05361 -1.66058 -0.90245
O -0.08521 -3.59745 -0.15948
H 2.55595 -5.35649 0.95925
H 1.26209 -4.58216 1.90618
H 0.87251 -5.91901 0.83786
H 1.41199 -4.56418 -1.16232
H 3.02368 -2.87592 -0.57084
H 2.17408 -2.44806 0.93708
*
```

Calculated values
Max |F|, eV/A: 5.8
E_LUMO, eV: -4.40

Results of the natural (NBO) charge analysis, in e, for atoms 1 through 8:
1. N -0.71
2. C -0.27
3. C -0.10
4. O -0.49
5. C -0.18
6. C 0.97
7. F -0.34
8. F -0.35



Record 4
ORCA calculation (ωB97M-V/def2-TZVPD) on an isolated molecule of C16H27N3O2S.

ORCA input file:
```
! wB97M-V def2-TZVPD RIJCOSX def2/J DEFGRID3
* xyz 0 1
C -0.98265 -3.00530 -1.85394
N -1.01567 -2.14561 -0.69671
C -2.32088 -1.68903 -0.29554
C -2.98037 -0.56611 -1.13742
C -2.35931 0.78354 -0.92542
C -1.78146 1.48387 -1.97718
C -1.16538 2.70530 -1.76469
C -1.12593 3.25205 -0.49418
C -1.73041 2.58163 0.55709
C -2.34668 1.36328 0.34094
C 0.07941 -1.20859 -0.52521
C 0.78066 -0.73339 -1.80602
C 1.83762 0.31193 -1.45181
C 2.82768 -0.26668 -0.44010
N 2.10957 -0.75939 0.70656
S 2.63681 -0.49289 2.24921
O 3.94581 0.07489 2.17688
O 2.41303 -1.66881 3.02892
N 1.63545 0.69156 2.86821
C 1.73655 1.95710 2.18753
C 0.29141 0.26450 3.16372
C 1.15515 -1.79515 0.41284
H -1.74028 -3.77934 -1.73181
H -0.01128 -3.49301 -1.90950
H -1.16989 -2.48978 -2.80710
H -2.25036 -1.35745 0.74443
H -2.98303 -2.55917 -0.31897
H -4.03297 -0.52272 -0.84582
H -2.93608 -0.83656 -2.19358
H -1.81974 1.07294 -2.97679
H -0.71444 3.23041 -2.59409
H -0.63755 4.20017 -0.32445
H -1.72287 3.01175 1.54814
H -2.82477 0.85292 1.16561
H -0.31740 -0.31929 -0.02568
H 0.05307 -0.30036 -2.49272
H 1.26421 -1.57698 -2.30088
H 2.37499 0.62251 -2.34923
H 1.34788 1.19058 -1.02648
H 3.53324 0.48298 -0.08519
H 3.39556 -1.08457 -0.90811
H 1.36498 2.74761 2.84015
H 2.78887 2.12729 1.97785
H 1.16474 1.96860 1.25056
H -0.14762 0.94441 3.89502
H 0.35598 -0.73237 3.59086
H -0.34166 0.24535 2.26799
H 0.71858 -2.13168 1.35100
H 1.64744 -2.65293 -0.06487
*
```

Calculated values
Energy above the lowest of the compared OMol25 structures with the same formula, charge and spin, eV: 0.089
Max |F|, eV/A: 1.0
E_LUMO, eV: 0.70

Results of the natural (NBO) charge analysis, in e, for atoms 1 through 8:
1. C -0.40
2. N -0.47
3. C -0.18
4. C -0.47
5. C 0.09
6. C -0.26
7. C -0.19
8. C -0.24



Listing E for the structures above in their given order: -2405.170215, -2850.133220, -1732.272697, -1338.787001 a.u..
Listing gap between HOMO and LUMO for the structures above in their given order: 0.24676, 0.33190, 0.28757, 0.32487 hartree.